Entry 1:
Entry from the OMol25 dataset: C29H29Cl3N9OOsS2Si as an isolated structure (ωB97M-V/def2-TZVPD).

XYZ file:
```
75
Properties=species:S:1:pos:R:3:forces:R:3:lowdin_spin:R:1
Os -0.042 0.059 -0.041 0.136 0.554 0.718 0.8786
S 4.491 2.711 5.492 0.000 -0.004 -0.001 -0.0003
N 4.205 1.216 4.973 0.005 0.008 0.001 -0.0012
C 3.301 1.315 4.010 0.011 -0.021 0.004 0.0001
C 2.751 0.204 3.259 -0.032 0.055 -0.015 -0.0008
C 3.137 -1.119 3.484 0.005 -0.048 -0.001 0.0143
C 2.564 -2.106 2.719 0.026 -0.032 0.033 -0.0007
C 1.643 -1.755 1.741 0.013 -0.171 0.156 0.0176
N 1.261 -0.503 1.507 0.095 -0.130 -0.114 0.0125
C 1.805 0.488 2.272 0.064 0.035 -0.076 0.0070
C 1.374 1.860 2.022 -0.022 -0.003 0.077 -0.0006
N 0.426 2.036 1.081 0.275 -0.060 -0.285 0.0043
C -0.017 3.264 0.846 -0.066 -0.005 0.001 0.0003
C 0.461 4.386 1.518 -0.008 -0.012 0.028 0.0012
C 1.436 4.221 2.474 -0.009 0.005 0.012 -0.0008
C 1.900 2.933 2.748 -0.015 0.003 0.006 0.0011
C 2.894 2.643 3.759 -0.016 0.014 0.001 -0.0004
N 3.492 3.533 4.537 0.010 -0.005 -0.002 0.0005
H 3.872 -1.336 4.247 -0.003 -0.001 0.002 0.0007
H 2.817 -3.149 2.849 0.011 0.010 0.008 -0.0002
H 1.198 -2.522 1.133 -0.083 -0.114 -0.139 0.0008
H -0.782 3.362 0.087 0.029 0.000 -0.029 0.0000
H 0.072 5.364 1.274 -0.009 -0.003 -0.001 0.0001
H 1.846 5.061 3.020 0.005 -0.004 0.002 -0.0001
Cl 1.389 -0.859 -2.109 0.148 0.177 0.381 -0.0126
Si -0.270 -1.962 -1.240 -0.297 1.583 0.156 0.0034
Cl -0.262 -4.062 -2.185 -1.711 0.396 0.764 -0.0025
Cl -2.035 -1.455 -2.286 -0.079 -0.377 -0.246 0.0163
C -2.249 -4.753 0.838 -0.013 -0.050 0.042 -0.0001
C -1.189 -5.545 0.090 1.259 0.021 0.094 -0.0004
N -1.009 -4.981 -1.235 -1.622 -0.958 -0.591 -0.0046
C 1.441 -4.615 -1.665 1.685 0.547 -0.933 -0.0042
S 2.167 -4.599 -0.264 -0.767 0.295 0.509 -0.0048
N 0.282 -3.872 -3.600 2.737 -0.921 -0.763 -0.0176
C -0.444 -3.546 -4.812 -1.161 0.117 0.648 -0.0022
C -1.854 -4.134 -4.934 0.059 -0.123 -0.033 -0.0008
H -2.536 -5.287 1.745 0.024 0.049 0.026 0.0000
H -3.133 -4.618 0.219 -0.009 -0.027 -0.001 0.0000
H -1.870 -3.768 1.126 -0.018 0.027 -0.021 -0.0001
H -1.487 -6.585 -0.036 -0.064 0.013 -0.045 -0.0002
H -0.245 -5.538 0.656 -0.131 -0.158 0.056 -0.0001
H -1.493 -3.711 -2.593 0.121 0.294 0.336 -0.0034
H 2.014 -4.791 -2.574 -0.449 -0.591 -0.008 -0.0006
H 0.185 -3.901 -5.625 0.015 0.125 -0.046 -0.0002
H -0.507 -2.453 -4.847 0.081 0.018 -0.234 -0.0009
H -2.434 -4.005 -4.019 -0.175 0.020 -0.201 -0.0002
H -1.810 -5.201 -5.149 0.004 -0.012 0.042 0.0000
H -2.398 -3.645 -5.740 0.022 -0.007 -0.013 0.0000
N -1.621 2.560 -3.165 0.008 0.039 0.016 0.0010
C -1.751 1.670 -2.174 -0.125 0.054 0.144 0.0074
N -0.621 1.476 -1.525 -0.030 -0.611 -0.482 0.0235
C 0.335 2.281 -2.169 -0.019 0.078 0.034 0.0002
C 1.697 2.469 -1.927 0.012 0.006 -0.006 -0.0003
C 2.368 3.353 -2.744 -0.006 0.010 0.001 0.0000
C 1.716 4.046 -3.778 -0.004 0.001 -0.002 -0.0001
C 0.372 3.870 -4.027 0.012 -0.002 0.006 -0.0002
C -0.296 2.974 -3.199 -0.035 -0.008 0.006 -0.0006
H -2.360 2.851 -3.784 0.006 -0.008 -0.006 0.0003
H -2.684 1.181 -1.950 0.038 -0.045 -0.023 0.0001
H 2.215 1.930 -1.146 -0.010 -0.001 0.005 -0.0001
H 3.426 3.515 -2.592 0.000 0.000 0.001 0.0000
H 2.284 4.729 -4.395 0.001 -0.003 -0.003 0.0000
H -0.132 4.397 -4.825 -0.002 0.001 0.001 0.0000
O -1.725 -0.022 1.081 0.034 -0.066 -0.016 0.0682
N -2.144 0.966 1.904 0.033 0.042 0.028 0.0015
C -1.618 1.060 3.133 -0.001 -0.009 -0.012 0.0006
C -2.072 2.027 4.002 0.000 -0.002 -0.002 0.0002
C -3.084 2.886 3.595 -0.002 0.003 0.004 -0.0004
C -3.627 2.743 2.326 -0.003 -0.007 -0.005 0.0003
C -3.138 1.763 1.489 0.015 -0.009 0.003 0.0003
H -0.856 0.330 3.364 -0.009 -0.004 0.007 -0.0001
H -1.644 2.088 4.992 0.004 0.008 -0.001 0.0000
H -3.457 3.647 4.266 -0.006 -0.006 0.004 0.0000
H -4.435 3.372 1.983 0.006 0.007 -0.001 0.0000
H -3.509 1.555 0.498 0.002 0.009 -0.004 -0.0002
```
Positions in Å, forces in eV/Å.

Results
<S²>	0.7619
frontier orbital gap (alpha / beta)	6.257 / 5.848	eV
spin multiplicity	2
charge	+2
HOMO energy (alpha / beta)	-12.359 / -12.367	eV

Entry 2:
Entry from the OMol25 dataset: C26H47N5O5P2PdSb as an isolated structure (ωB97M-V/def2-TZVPD).

XYZ file:
```
87
Properties=species:S:1:pos:R:3:forces:R:3:lowdin_spin:R:1
Pd -0.179 0.069 -1.215 0.353 0.213 1.396 1.5935
C 3.990 -1.792 0.902 0.346 0.091 0.105 0.0000
N 2.581 -2.046 0.676 -0.655 -0.284 -1.322 -0.0006
C 1.726 -2.017 1.846 -0.329 -0.141 0.274 -0.0002
P 1.912 -2.401 -0.784 2.831 -1.694 0.295 0.0095
O 0.460 -2.150 -0.888 -1.898 1.203 -0.211 0.1151
O 2.683 -1.385 -1.846 -0.228 0.764 0.074 -0.0045
P 2.530 0.206 -1.683 2.724 -0.817 -1.323 0.0033
O 1.893 0.590 -0.406 -1.425 0.441 0.341 0.1043
N 4.053 0.789 -1.858 -1.550 -0.420 0.087 0.0159
C 4.983 0.270 -2.846 0.315 -0.304 -0.275 0.0015
C 4.317 2.145 -1.406 0.026 0.512 0.212 0.0019
N 1.414 0.588 -2.945 0.001 -0.004 1.089 0.1632
C 1.666 0.086 -4.291 -0.058 -0.542 -0.437 0.0120
C 1.021 2.005 -2.962 -0.183 0.543 0.108 0.0147
N 2.322 -3.899 -1.376 -0.790 1.657 0.695 0.0129
C 1.301 -4.666 -2.061 -0.288 -0.258 -0.392 0.0005
C 3.352 -4.731 -0.791 0.406 -0.286 0.209 0.0018
H 4.433 -2.560 1.543 -0.020 0.007 -0.106 0.0000
H 4.112 -0.827 1.402 -0.023 -0.003 -0.060 0.0000
H 4.524 -1.760 -0.044 0.132 -0.030 0.000 0.0000
H 1.847 -2.915 2.456 -0.013 0.037 -0.002 0.0000
H 0.687 -1.933 1.527 0.013 -0.035 0.191 -0.0002
H 1.980 -1.148 2.455 0.010 0.062 -0.038 0.0000
H 4.708 -0.750 -3.103 0.132 -0.033 -0.096 0.0000
H 5.989 0.268 -2.423 -0.071 -0.044 0.025 0.0002
H 5.003 0.888 -3.746 -0.051 0.000 -0.019 0.0007
H 3.572 2.421 -0.663 0.099 0.161 0.050 0.0004
H 4.300 2.857 -2.233 -0.025 0.004 -0.016 0.0002
H 5.303 2.188 -0.947 0.018 -0.049 0.064 0.0006
H 2.020 -0.942 -4.250 -0.054 0.013 -0.035 0.0000
H 2.408 0.697 -4.812 -0.017 0.034 0.121 0.0055
H 0.739 0.126 -4.871 0.104 0.000 0.058 0.0025
H 0.954 2.387 -1.934 -0.003 0.041 -0.271 0.0021
H 0.045 2.103 -3.452 0.152 -0.013 0.064 0.0027
H 1.739 2.615 -3.519 0.008 -0.041 0.067 0.0066
H 0.584 -3.997 -2.531 -0.055 -0.103 -0.101 0.0001
H 0.772 -5.326 -1.370 -0.041 0.017 0.018 0.0002
H 1.775 -5.287 -2.820 -0.036 0.057 -0.083 0.0000
H 4.094 -4.131 -0.275 0.078 -0.056 0.053 0.0000
H 3.849 -5.288 -1.587 0.043 0.091 0.025 0.0010
H 2.920 -5.460 -0.101 0.042 0.067 0.075 0.0002
C -2.740 0.430 -4.388 0.440 -0.002 0.377 0.0604
Sb -1.781 -1.038 -3.131 -1.539 -0.861 -1.560 0.3173
C -1.271 -2.534 -4.628 0.245 0.281 0.469 0.0890
C -3.471 -1.983 -2.200 0.442 0.154 0.208 0.0555
H -3.666 -0.018 -4.738 -0.111 -0.187 0.016 0.0108
H -2.118 0.671 -5.245 0.093 -0.032 0.005 0.0000
H -2.959 1.326 -3.818 -0.002 0.038 0.053 -0.0002
H -1.800 -2.243 -5.529 -0.101 0.166 -0.098 0.0095
H -1.635 -3.499 -4.293 -0.024 -0.067 0.171 0.0036
H -0.206 -2.591 -4.831 0.038 0.035 0.031 0.0002
H -4.134 -2.317 -2.995 0.068 0.028 -0.135 0.0107
H -3.989 -1.275 -1.560 0.011 0.058 0.008 -0.0003
H -3.137 -2.837 -1.612 0.015 0.025 -0.031 -0.0003
C 0.509 1.821 6.694 0.177 -0.201 0.112 -0.0050
C -0.591 2.355 5.841 -0.291 -0.187 -0.560 0.0043
C -1.272 3.502 6.268 -0.031 -0.130 -0.163 0.1947
C -2.322 4.043 5.530 -0.323 -0.071 -0.473 0.0147
C -2.737 3.432 4.371 -0.159 0.413 0.326 0.1092
C -2.097 2.252 3.929 0.002 0.060 0.000 0.1083
N -2.469 1.618 2.786 1.188 -0.135 0.625 0.2530
C -3.626 1.713 2.066 -1.207 0.105 -0.734 0.0025
C -4.856 2.055 2.655 0.569 -0.195 0.034 0.0667
C -5.997 2.165 1.886 0.030 -0.063 -0.339 -0.0048
C -5.947 1.934 0.516 0.108 -0.036 0.053 0.0671
C -4.750 1.550 -0.076 -0.009 0.070 0.071 0.0109
C -3.589 1.410 0.676 0.170 0.244 0.196 0.0507
C -2.333 0.982 0.013 -0.458 0.054 1.329 0.0301
O -2.204 1.086 -1.238 0.223 -0.362 -1.236 0.2307
O -1.379 0.493 0.690 0.412 -0.311 -0.713 0.1040
C -0.987 1.729 4.657 0.255 0.154 0.481 0.1013
C -0.322 0.491 4.150 0.001 -0.057 0.046 0.0130
H 0.765 2.525 7.480 0.027 0.021 0.034 -0.0002
H 1.408 1.612 6.119 0.075 0.016 0.009 -0.0013
H 0.193 0.893 7.172 0.059 -0.060 0.049 -0.0019
H -0.962 3.987 7.181 0.040 0.048 0.099 0.0086
H -2.794 4.956 5.855 -0.061 0.096 0.019 -0.0019
H -3.503 3.884 3.762 -0.056 0.063 -0.017 0.0031
H -1.758 1.039 2.312 -0.285 0.118 0.461 0.0061
H -4.910 2.170 3.726 -0.028 0.048 0.044 0.0028
H -6.934 2.419 2.357 -0.092 0.030 0.056 -0.0013
H -6.838 2.032 -0.084 -0.050 0.000 -0.037 0.0031
H -4.708 1.364 -1.139 -0.013 -0.028 -0.072 -0.0003
H -1.032 -0.336 4.114 -0.004 -0.100 -0.032 0.0037
H 0.500 0.193 4.792 0.034 -0.021 -0.055 -0.0003
H 0.066 0.651 3.140 0.104 -0.076 -0.031 0.0048
```
Positions in Å, forces in eV/Å.

Results
<S²>	6.0484
frontier orbital gap (alpha / beta)	8.439 / 4.818	eV
spin multiplicity	5
charge	+3
HOMO energy (alpha / beta)	-15.706 / -16.281	eV

Entry 3:
Entry from the OMol25 dataset: C11H20Br2F3NO4 as an isolated structure (ωB97M-V/def2-TZVPD).

XYZ file:
```
41
Properties=species:S:1:pos:R:3:forces:R:3:nbo_charge:R:1
C -1.832 -1.863 0.966 0.747 0.490 -1.445 -0.6382
C -2.653 -1.629 -0.353 -1.049 -0.361 1.446 -0.2475
Br -4.039 -3.079 -0.327 0.437 0.345 -0.092 0.0084
C -3.406 -0.252 -0.359 0.148 -0.620 -1.268 -0.2585
Br -4.849 -0.307 -1.753 0.251 0.499 0.495 0.0192
C -2.520 0.960 -0.786 -0.019 -1.183 0.327 -0.1182
N -2.965 2.179 -0.024 0.240 -0.065 -0.426 -0.5082
C -2.574 2.118 1.413 0.829 0.390 0.755 -0.2651
C -1.021 2.005 1.431 -0.865 0.667 0.205 -0.0910
O -0.563 0.858 0.757 -0.992 -0.282 0.256 -0.4904
C -0.997 0.779 -0.576 1.363 1.170 -0.328 0.3332
O -0.366 1.845 -1.281 -0.993 -0.129 0.053 -0.7457
H -2.135 -1.180 1.771 -0.069 -0.465 -0.137 0.2059
H -0.781 -1.632 0.711 -0.369 -0.090 0.461 0.2414
H -1.869 -2.921 1.238 -0.102 0.414 0.165 0.2548
H -2.066 -1.825 -1.258 -0.295 0.233 0.228 0.2405
H -3.945 -0.082 0.583 0.321 -0.268 -0.289 0.2313
H -2.687 1.173 -1.851 0.194 -0.093 0.423 0.2698
H -2.453 2.963 -0.444 -0.046 0.072 0.011 0.4521
H -3.959 2.349 -0.189 -0.052 -0.141 0.086 0.4455
H -2.900 3.054 1.892 0.190 -0.291 -0.212 0.2392
H -3.042 1.293 1.963 -0.022 0.059 -0.599 0.2343
H -0.625 2.931 0.978 0.148 -0.321 0.122 0.1965
H -0.716 1.970 2.484 0.174 -0.183 -0.415 0.2359
H -0.591 -0.152 -0.992 -0.548 -0.025 0.364 0.2271
H 0.194 1.450 -1.951 0.536 0.146 -0.156 0.5178
C 2.412 -1.199 0.881 -0.172 -0.404 -0.014 -0.6456
C 2.342 -0.307 -0.350 -0.189 0.366 0.023 -0.0717
O 3.530 0.371 -0.637 -0.004 0.207 0.935 -0.5829
C 4.566 -0.364 -1.366 -0.294 -0.620 -1.651 0.3204
O 4.102 -0.939 -2.443 0.295 -0.084 0.469 -0.8834
C 5.350 -1.354 -0.443 -0.307 0.443 0.274 0.9081
F 5.554 -0.834 0.800 0.064 -0.069 0.179 -0.3630
F 6.579 -1.594 -0.935 0.018 -0.004 -0.175 -0.3401
F 4.772 -2.554 -0.258 0.073 -0.163 -0.102 -0.3443
H 2.986 -0.724 1.677 -0.061 0.076 -0.025 0.2169
H 1.402 -1.416 1.252 -0.004 0.082 0.045 0.1644
H 2.877 -2.155 0.654 -0.014 0.070 0.063 0.2329
H 1.612 0.481 -0.141 0.114 0.118 0.042 0.1364
H 1.959 -0.857 -1.222 0.299 -0.206 -0.124 0.1706
H 5.318 0.439 -1.513 0.026 0.219 0.032 0.0914
```
Positions in Å, forces in eV/Å.

Results
frontier orbital gap	4.107	eV
HOMO energy	-5.617	eV

Entry 4:
Entry from the OMol25 dataset: C19H31BF4N4NbO2Si as an isolated structure (ωB97M-V/def2-TZVPD).

XYZ file:
```
63
Properties=species:S:1:pos:R:3:forces:R:3:nbo_charge:R:1
Nb 0.714 0.133 0.019 -3.519 -4.048 -0.246 2.0947
N -0.963 5.204 0.841 -0.485 -0.012 -0.725 -0.6835
C -0.571 3.758 1.169 0.419 0.029 -0.636 -0.0460
C 0.861 3.846 1.707 1.469 -0.978 -1.292 -0.4638
C 1.525 2.493 2.085 -0.782 0.175 0.499 -0.0388
N 1.971 1.674 0.876 0.733 -0.035 0.351 -0.9095
C 0.601 1.672 3.003 -0.345 -0.920 -0.832 -0.4431
C -0.906 1.680 2.539 0.876 0.301 -0.955 -0.0278
N -1.042 0.693 1.355 -2.471 1.061 1.231 -0.9790
C -1.479 3.090 2.169 -0.713 -0.375 0.338 -0.4583
H -0.127 5.730 0.580 0.180 0.196 0.296 0.4525
H -1.432 5.702 1.616 0.112 -0.186 -0.298 0.4656
H -1.535 5.282 -0.025 -0.160 -0.178 0.768 0.4676
H -0.683 3.208 0.193 0.562 0.622 0.757 0.2369
H 0.941 4.374 2.635 -0.489 0.678 0.598 0.2677
H 1.546 4.387 1.006 -0.550 -0.332 0.331 0.2380
H 2.407 2.714 2.672 0.403 0.118 -0.180 0.2616
H 2.900 1.224 1.032 -0.584 0.126 0.413 0.4688
H 2.216 2.301 0.127 0.056 0.683 -0.635 0.4393
H 0.708 1.942 4.066 -0.098 0.230 -0.521 0.2861
H 0.980 0.614 2.943 -0.509 0.647 0.341 0.2465
H -1.463 1.339 3.383 -0.643 -0.522 0.337 0.2512
H -1.771 1.055 0.668 0.892 -0.631 1.385 0.4134
H -1.459 -0.164 1.777 0.278 0.402 -0.426 0.4714
H -1.521 3.656 3.117 -0.022 -0.071 -0.376 0.2574
H -2.532 3.032 1.756 1.063 -0.191 0.612 0.2574
O -1.939 1.870 -2.681 0.996 -0.994 1.081 -0.4412
C -1.406 0.992 -2.067 -1.378 -0.873 -0.535 0.7626
O -0.305 1.179 -1.239 1.619 -0.061 1.074 -0.7686
C -1.804 -0.493 -1.999 -0.012 -0.586 0.201 0.0770
C -2.881 -0.986 -2.781 1.325 -0.456 0.354 -0.2035
C -3.010 -2.370 -2.973 0.687 1.353 1.512 -0.0413
C -2.293 -3.215 -2.102 0.028 -0.547 0.127 -0.0701
C -2.495 -4.649 -2.114 0.696 0.112 -0.336 -0.1519
C -1.658 -5.525 -1.450 -0.790 0.737 0.117 -0.1537
C -0.525 -4.967 -0.805 -0.301 -0.623 0.287 -0.1356
C -0.383 -3.628 -0.657 -0.239 1.486 -0.046 -0.2290
C -1.304 -2.659 -1.207 1.248 -0.285 -1.103 0.1872
N -0.995 -1.287 -1.229 -0.567 0.253 -0.137 -0.4917
H -3.538 -0.308 -3.283 0.019 0.433 -0.425 0.2670
H -3.628 -2.712 -3.775 -0.509 -0.464 -0.071 0.2618
H -3.259 -5.009 -2.791 -0.217 -0.119 0.278 0.2462
H -1.892 -6.591 -1.340 0.269 0.465 -0.520 0.2644
H 0.241 -5.626 -0.391 -0.262 0.180 -0.100 0.2511
H 0.499 -3.264 -0.172 0.181 0.176 0.272 0.2325
F -2.358 -1.519 2.840 0.317 -0.451 1.155 -0.5527
B -2.647 -2.361 3.888 -1.630 -1.130 -0.466 1.5123
F -1.687 -2.896 4.645 -1.309 1.041 -1.025 -0.4700
F -3.971 -2.686 3.949 2.639 0.561 0.340 -0.4789
F 0.825 -1.564 1.167 -0.039 3.567 -1.915 -0.5596
C 3.213 0.663 -2.630 -0.505 1.216 0.061 -1.0475
Si 2.499 -0.608 -1.446 3.196 -1.848 -2.503 0.9564
C 4.086 -0.831 -0.438 0.366 -0.885 1.613 -1.0560
C 2.324 -2.161 -2.532 -0.031 -1.119 -0.911 -1.0353
H 4.084 1.147 -2.077 -1.315 -0.199 -1.123 0.2464
H 2.361 1.361 -2.853 1.274 -0.085 -0.419 0.2299
H 3.580 0.140 -3.553 -0.409 0.656 0.819 0.2898
H 4.788 -0.020 -0.643 -0.111 -0.126 -0.091 0.2493
H 4.593 -1.803 -0.699 -0.618 0.880 0.257 0.3011
H 3.948 -0.835 0.664 0.208 -0.326 -0.352 0.2250
H 3.159 -2.034 -3.285 -0.586 -0.094 0.972 0.2724
H 1.425 -2.207 -3.190 0.349 0.094 0.699 0.2567
H 2.468 -3.177 -2.057 -0.259 1.271 -0.276 0.2709
```
Positions in Å, forces in eV/Å.

Results
frontier orbital gap	4.622	eV
charge	+3
HOMO energy	-16.476	eV

One value per record, in order, for max |F|: 2.987 3.312 1.826 5.370 eV Å⁻¹.